(1)
This record from the OMol25 dataset describes a 2-piece molecular cluster, C17H22NO9PS overall. The level of theory is ωB97M-V/def2-TZVPD.

Calculated values
highest occupied orbital energy	-0.356	Ha
orbital gap	0.2963	Ha
E_LUMO	-0.060	Eh

The geometry in ORCA input format:
```
! RIJCOSX wB97M-V def2-TZVPD def2/J DEFGRID3
* xyz 0 1
N 5.0343 -4.9889 1.0140
P 4.4887 -4.8582 -0.4131
O 5.6347 -4.5079 -1.4635
O 3.8738 -6.1861 -1.0616
C 3.2289 -3.5711 -0.6645
C 2.0734 -3.8289 -1.2737
C 1.0798 -2.7405 -1.4770
O -0.0982 -2.9670 -1.4087
C 1.6735 -1.4030 -1.7327
C 1.1156 -0.4495 -2.5960
C -0.1799 -0.6485 -3.3406
C -1.4962 -0.5609 -2.5160
C -1.3357 0.0262 -1.1281
S -2.8918 -0.0858 -0.2445
O -2.8961 0.8206 0.8552
O -3.9488 0.0636 -1.2097
O -2.9723 -1.5732 0.2910
C 1.8282 0.7384 -2.8019
C 3.0294 1.0065 -2.1515
C 3.5626 0.0676 -1.2814
C 2.8893 -1.1338 -1.0913
C 3.4755 -2.1753 -0.2096
O 4.0672 -1.9146 0.7952
H 4.6152 -4.3137 1.6419
H 5.3185 -4.6363 -2.3696
H 3.1040 -6.4436 -0.5377
H 1.7993 -4.8047 -1.6434
H -0.1618 -1.6004 -3.8643
H -0.2311 0.1121 -4.1123
H -1.8955 -1.5617 -2.4138
H -2.2190 0.0189 -3.0748
H -1.1144 1.0887 -1.1112
H -0.6139 -0.5042 -0.5185
H -3.4608 -2.0638 -0.3858
H 1.4339 1.4709 -3.4895
H 3.5586 1.9307 -2.3134
H 4.4887 0.2207 -0.7500
O -2.8198 6.2268 1.5134
C -3.1743 5.4237 2.3310
O -3.0232 5.7239 3.6383
C -3.5626 4.9182 4.6871
C -2.6375 3.7781 5.0602
C -3.7052 4.0649 1.9400
H -4.5634 4.5687 4.4301
H -3.6744 5.5957 5.5322
H -2.4962 3.0875 4.2288
H -3.0431 3.2198 5.9044
H -1.6566 4.1659 5.3347
H -2.8661 3.3904 1.7766
H -4.2541 4.1702 1.0081
H -4.3808 3.6226 2.6676
*
```

(2)
This record from the OMol25 dataset describes a 4-piece molecular cluster, C17H23BF9NO13 overall. The level of theory is ωB97M-V/def2-TZVPD.

Calculated values
highest occupied orbital energy	-0.402	Ha
orbital gap	0.3800	Ha
E_LUMO	-0.022	Eh

The geometry in ORCA input format:
```
! RIJCOSX wB97M-V def2-TZVPD def2/J DEFGRID3
* xyz 0 1
O 3.4428 -2.2165 -2.6138
N 3.7855 -1.3522 -3.3016
O 2.7502 -1.0058 -4.2461
C 2.6718 0.4163 -4.3306
C 1.7071 0.9078 -3.2755
O 1.6259 2.3599 -3.2863
C 0.4751 2.5428 -2.5668
O 0.3545 3.2228 -1.5947
O -0.4728 1.7324 -3.1061
C 0.2327 0.5375 -3.5266
C -0.2713 -0.6895 -2.7838
B -1.6648 -1.1950 -3.3711
O -2.0183 -2.5134 -3.3567
O -2.5457 -0.3213 -3.9732
H 2.3000 0.6733 -5.3234
H 3.6672 0.8500 -4.1947
H 2.0056 0.6563 -2.2499
H 0.0436 0.4139 -4.5966
H -0.3648 -0.4500 -1.7178
H 0.4721 -1.4911 -2.8558
H -1.3543 -3.0360 -2.8935
H -2.6492 0.4840 -3.4536
C 1.3144 4.9297 0.9678
C 0.0976 4.8525 1.8579
O 0.4322 5.1207 3.2405
C 0.5104 6.3907 3.5879
O 0.3332 7.3503 2.8976
C 0.8351 6.4912 5.0934
F 1.7933 5.6302 5.4485
F -0.2615 6.2132 5.8130
F 1.2385 7.7183 5.4044
H 2.0924 4.2586 1.3342
H 1.0454 4.6329 -0.0440
H 1.7244 5.9402 0.9536
H -0.3158 3.8480 1.8601
H -0.6835 5.5388 1.5331
C 3.7507 0.1231 5.0402
C 4.0195 0.0033 3.5571
O 2.7981 -0.2394 2.8241
C 2.0723 0.8287 2.5399
O 2.3159 1.9648 2.8155
C 0.8354 0.4058 1.7193
F 0.2608 -0.6876 2.2204
F 1.2061 0.1402 0.4538
F -0.0647 1.3804 1.6901
H 3.2317 -0.7629 5.4060
H 4.6904 0.2273 5.5811
H 3.1297 0.9917 5.2568
H 4.6514 -0.8551 3.3421
H 4.5097 0.8925 3.1636
C -6.2391 -6.8578 -0.3906
C -5.6318 -5.4735 -0.4294
O -4.1892 -5.5364 -0.4178
C -3.6108 -5.7491 -1.5888
O -4.1419 -5.8987 -2.6462
C -2.0786 -5.7403 -1.4127
F -1.6994 -6.4323 -0.3377
F -1.6463 -4.4735 -1.2601
F -1.4792 -6.2548 -2.4783
H -5.8680 -7.4128 0.4712
H -7.3239 -6.7864 -0.3208
H -5.9871 -7.4209 -1.2884
H -5.8957 -4.9066 0.4603
H -5.9645 -4.9112 -1.3005
*
```

(3)
This record from the OMol25 dataset describes C17H23BIrN6O4S3 as an isolated structure. The level of theory is ωB97M-V/def2-TZVPD.

Calculated values
⟨S²⟩	8.79
highest occupied orbital energy (spin up / spin down)	-0.224 / -0.297	Ha
orbital gap (spin up / spin down)	0.2356 / 0.2417	Ha
E_LUMO (spin up / spin down)	0.011 / -0.055	Eh

The geometry in ORCA input format:
```
! RIJCOSX wB97M-V def2-TZVPD def2/J DEFGRID3
* xyz 0 6
Ir -0.6104 -0.3938 0.0833
C -1.5658 3.8988 -3.1262
C -1.5961 3.7406 -1.6539
N -2.2174 4.5166 -0.8313
N -2.0258 3.9457 0.3920
C -1.3272 2.7995 0.3483
S -0.9829 1.7552 1.6059
N -1.0139 2.6901 -0.9750
N -0.3263 1.6090 -1.4862
H -2.0461 4.8395 -3.3795
H -2.1154 3.0873 -3.6076
H -0.5438 3.8942 -3.5065
H -2.4224 4.3572 1.2168
H 0.6925 1.6967 -1.4265
H -0.6245 1.3968 -2.4291
S 1.9552 -1.5505 1.6760
C 1.5176 -0.5813 0.4008
C 4.0906 -0.9045 -3.0658
C 4.3575 0.0820 -1.9266
C 5.8522 0.3027 -1.7706
O 3.8225 -0.4918 -0.7247
B 2.5213 -0.0451 -0.5872
O 2.2543 0.9962 -1.4994
C 3.5162 1.3824 -2.0786
C 4.0706 2.5291 -1.2305
C 3.3137 1.8469 -3.5109
H 4.5297 -1.8660 -2.8016
H 4.5315 -0.5578 -4.0009
H 3.0178 -1.0520 -3.2012
H 6.3457 -0.6665 -1.7010
H 6.0795 0.8641 -0.8663
H 6.2464 0.8361 -2.6376
H 4.2164 2.1937 -0.2027
H 3.3437 3.3422 -1.2194
H 5.0125 2.9018 -1.6318
H 2.7275 1.1298 -4.0834
H 4.2823 1.9888 -3.9926
H 2.7907 2.8048 -3.5112
S -1.5510 -3.6565 3.3175
C -0.9659 -3.0232 1.8252
N -1.6071 -2.0020 1.3542
C -2.6812 -1.6629 2.1623
C -3.6250 -0.6737 1.8919
C -4.6514 -0.4807 2.7929
C -4.7500 -1.2506 3.9558
C -3.8311 -2.2453 4.2282
C -2.8035 -2.4513 3.3160
H -0.1439 -3.4948 1.3092
H -3.5482 -0.1005 0.9770
H -5.4003 0.2740 2.5912
H -5.5662 -1.0742 4.6437
H -3.9163 -2.8602 5.1144
O -1.0320 -2.6619 -1.7494
N -1.0376 -1.4492 -1.5761
O -2.1269 -0.7439 -1.4882
*
```